Entry from the Open Molecules 2025 dataset: a structure of composition C25H42AlCl5FN2O11S2 (wB97M-V/def2-TZVPD).

Each line ends with the Löwdin charge.
Atoms and positions in Å:
C  -0.1545  -0.5410  -0.8478  -0.1363
C  0.5095  -1.9027  -0.6923  -0.5011
S  -0.3628  -3.0295  0.4405  0.9666
C  -0.3484  -2.3257  2.0842  -0.3793
N  1.0406  -2.0407  2.5751  0.0806
F  0.9699  -1.2064  3.6610  0.0580
H  -0.4854  -0.1090  0.0964  0.0472
H  0.6073  0.1336  -1.2338  0.0713
H  -0.9619  -0.5246  -1.5702  0.0900
H  0.5886  -2.3918  -1.6542  0.0590
H  1.5060  -1.7239  -0.2907  0.0601
H  -0.7870  -3.0451  2.7696  0.0952
H  -0.9186  -1.4019  2.1376  0.1041
H  1.5083  -2.9172  2.8470  0.2069
H  1.6211  -1.5870  1.8592  0.1836
O  -3.9705  -3.1453  -0.0691  -0.1331
H  -3.0276  -3.0788  0.1353  -0.1148
C  -0.6632  4.9153  1.0535  0.0801
C  -0.8161  3.6528  1.4550  -0.2455
C  -2.0051  2.8375  1.0604  -0.3255
O  -2.0690  1.6785  1.4482  0.0640
C  -3.0245  3.4592  0.2420  0.0712
C  -2.8915  4.7333  -0.1678  -0.2249
C  -1.6778  5.5488  0.2054  -0.2998
O  -1.5722  6.6848  -0.1942  0.1402
O  -3.8220  5.3029  -0.9078  0.1278
O  0.0773  3.0277  2.2328  0.0880
H  0.1948  5.5109  1.3318  0.1362
H  -3.8855  2.8598  -0.0179  0.1369
H  -3.5735  6.2325  -1.1120  0.0790
H  -0.2874  2.1338  2.3686  0.0977
C  2.8415  0.6204  -4.6924  -0.2945
S  2.5867  -1.1470  -4.4828  0.8417
O  1.4628  -1.3110  -3.5191  -0.5509
C  4.1036  -1.4542  -3.5637  -0.2657
H  1.9832  1.0361  -5.2168  0.0572
H  2.9370  1.0926  -3.7167  0.0279
H  3.7400  0.7845  -5.2833  0.0040
H  4.1262  -0.8423  -2.6612  0.0485
H  4.9625  -1.2258  -4.1945  0.0225
H  4.1262  -2.5072  -3.2913  0.0573
C  7.0168  1.4645  -4.1255  -1.9771
Cl  6.6587  0.7722  -5.7601  0.4550
Cl  7.7832  0.2374  -3.1345  0.3920
Cl  8.1045  2.8593  -4.3485  0.5270
Cl  5.5365  1.9844  -3.3483  0.6332
C  -5.2554  9.3327  -5.7340  -0.0163
C  -4.0900  8.9934  -4.8338  -0.3191
C  -3.6139  7.5655  -4.9408  -0.0880
O  -3.0554  7.3394  -3.6386  0.0697
C  -3.7368  8.1347  -2.7785  -0.5364
O  -3.6966  8.0304  -1.5912  0.1541
O  -4.4643  9.0540  -3.4436  0.1043
H  -5.8003  10.1956  -5.3542  0.0920
H  -4.9087  9.5485  -6.7440  0.0914
H  -5.9631  8.5042  -5.7889  0.0880
H  -3.2734  9.7027  -4.9902  0.1602
H  -2.8696  7.4143  -5.7186  0.1407
H  -4.4333  6.8580  -5.0861  0.1406
C  -1.4960  -7.9879  1.5296  -0.0578
C  -2.3706  -6.7657  1.2994  -0.4766
C  -2.6338  -6.5391  -0.1797  -0.0549
O  -1.7367  -5.6062  1.8591  -0.1143
H  -0.5226  -7.8617  1.0464  0.0834
H  -1.3093  -8.1336  2.5948  0.0754
H  -1.9652  -8.8883  1.1331  0.0839
H  -3.3173  -6.8878  1.8250  0.1430
H  -1.6940  -6.3683  -0.7153  0.0816
H  -3.2555  -5.6548  -0.3263  0.0604
H  -3.1362  -7.3973  -0.6269  0.0850
H  -0.8941  -5.4809  1.4067  0.0251
Al  9.2584  0.8227  -6.1414  0.7391
C  2.9421  0.3156  5.9373  -0.2803
O  4.1131  0.2699  6.5098  0.0047
H  2.7994  1.1269  5.1789  0.1166
H  2.5993  -0.6046  5.4208  0.0541
H  2.0822  0.5381  6.6274  0.1397
N  1.4225  -6.3745  4.9844  0.0536
C  0.2482  -5.7596  4.8356  -0.1671
C  -0.3017  -4.9084  5.7838  -0.0811
C  0.4053  -4.6863  6.9562  -0.0816
C  1.6248  -5.3186  7.1295  -0.0676
C  2.0866  -6.1475  6.1166  -0.1506
H  -0.2750  -5.9652  3.9061  0.0799
H  -1.2596  -4.4357  5.6084  0.1017
H  0.0103  -4.0319  7.7229  0.1073
H  2.2068  -5.1740  8.0290  0.1053
H  3.0375  -6.6600  6.2090  0.1066
Cl  7.1533  -0.2967  -0.6895  -0.4568

* HOMO: -9.31 eV
* LUMO level: -7.96 eV
* charge: +1
* energy: -5353.76241 Eh